Computed, not measured: a 8-piece molecular cluster, H16O8 overall at a distorted geometry, with ωB97M-V with the def2-TZVPD basis set.

Kohn-Sham gap (eV): 10.66
Molar mass (u): 144.12
E_HOMO (eV): -10.3480
Lowest unoccupied orbital energy (eV): 0.3
F_max (eV/Å): 3.50
SMILES: O.O.O.O.O.O.O.O
DFT total energy (eV): -16637.8418

Each line ends with the Löwdin charge.
Geometry (Å):
1 H -0.277 0.690 -0.759  0.01
2 H -1.270 -0.204 -1.483  0.03
3 H 0.063 3.879 -1.932  0.03
4 H 0.221 5.391 -1.940  0.03
5 H 3.877 -0.066 -0.257  0.05
6 H 3.900 0.831 0.970  0.06
7 H 2.288 -2.379 -0.316  -0.01
8 H 1.865 -3.720 0.261  0.04
9 H 1.536 -0.824 -1.334  0.03
10 H 1.003 -1.556 -2.555  0.06
11 H -5.470 -1.443 -0.300  0.03
12 H -5.310 -2.320 -1.530  0.03
13 H -2.184 0.997 2.458  0.03
14 H -2.524 1.241 3.919  0.03
15 H 1.426 -0.434 1.885  0.06
16 H 0.987 1.020 1.840  0.05
17 O -1.003 0.075 -0.601  -0.08
18 O 0.433 4.608 -1.420  -0.06
19 O 3.361 0.169 0.523  -0.09
20 O 2.630 -3.253 -0.095  -0.06
21 O 0.746 -1.260 -1.674  -0.05
22 O -5.132 -1.431 -1.202  -0.06
23 O -2.590 0.576 3.224  -0.06
24 O 1.539 0.379 1.379  -0.08

---

Computed, not measured: an isolated ion of composition C4H12NS and charge +1 at a distorted geometry, with ωB97M-V with the def2-TZVPD basis set.

Kohn-Sham gap (eV): 8.88
Molar mass (u): 106.21
E_HOMO (eV): -12.6397
Lowest unoccupied orbital energy (eV): -3.8
F_max (eV/Å): 1.41
Total charge: +1
SMILES: C[C@@H]([NH3+])CCS
DFT total energy (eV): -16661.1339

Each line ends with the Löwdin charge.
Geometry (Å):
1 C 1.374 -1.148 -0.937  -0.02
2 C 0.306 -0.547 -0.056  -0.35
3 C -0.159 0.820 -0.571  -0.22
4 C -1.411 1.373 0.120  -0.57
5 S -2.976 0.697 -0.467  0.76
6 N 0.832 -0.378 1.372  0.22
7 H 2.279 -0.545 -0.811  0.10
8 H 1.695 -2.144 -0.623  0.10
9 H 0.962 -1.170 -1.939  0.10
10 H -0.567 -1.191 0.057  0.14
11 H -0.420 0.566 -1.602  0.12
12 H 0.614 1.589 -0.512  0.13
13 H -1.257 1.249 1.206  0.06
14 H -1.623 2.438 0.047  0.07
15 H -2.692 -0.622 -0.497  -0.15
16 H 1.651 0.249 1.446  0.18
17 H 0.222 0.051 2.078  0.17
18 H 1.170 -1.287 1.689  0.17

---

Computed, not measured: C21H42LaN11O5 as an isolated structure at a distorted geometry, with ωB97M-V with the def2-TZVPD basis set.

Kohn-Sham gap (eV): 7.88
Molar mass (u): 667.55
E_HOMO (eV): -7.7403
Lowest unoccupied orbital energy (eV): 0.1
F_max (eV/Å): 1.25
DFT total energy (eV): -49949.3853

Each line ends with the Löwdin charge.
Geometry (Å):
1 La 0.214 0.629 -0.005  2.05
2 N 0.247 -2.351 0.788  -0.01
3 C 1.264 -2.909 1.675  -0.24
4 C 2.436 -1.943 1.831  -0.21
5 N 2.079 -0.586 2.245  -0.18
6 C 3.299 0.228 2.231  -0.20
7 C 3.013 1.701 1.940  -0.24
8 N 2.580 1.832 0.552  -0.07
9 C 1.497 -0.500 3.586  -0.18
10 C -0.011 -0.764 3.674  -0.24
11 N -0.719 -0.088 2.598  -0.06
12 H -0.621 -2.868 0.891  0.08
13 H 0.564 -2.482 -0.168  0.05
14 H 1.677 -3.855 1.286  0.12
15 H 0.825 -3.131 2.648  0.09
16 H 2.895 -1.839 0.847  0.08
17 H 3.165 -2.391 2.530  0.13
18 H 3.955 -0.133 1.436  0.12
19 H 3.841 0.128 3.185  0.13
20 H 3.925 2.281 2.156  0.12
21 H 2.203 2.073 2.572  0.10
22 H 3.370 1.684 -0.073  0.09
23 H 2.215 2.769 0.396  0.07
24 H 1.652 0.523 3.933  0.12
25 H 2.020 -1.172 4.287  0.13
26 H -0.339 -0.420 4.669  0.12
27 H -0.231 -1.831 3.619  0.09
28 H -0.582 0.929 2.699  0.04
29 H -1.718 -0.247 2.694  0.07
30 N 1.620 1.501 -2.562  -0.03
31 C 0.515 2.258 -3.163  -0.19
32 C 0.060 3.350 -2.172  -0.60
33 O -0.179 4.485 -2.587  0.00
34 N 0.022 2.931 -0.912  -0.18
35 C -0.344 3.980 0.041  -0.16
36 C -0.738 3.340 1.381  -0.67
37 O -1.695 3.771 2.015  0.02
38 O -0.010 2.349 1.740  -0.27
39 H 1.975 0.827 -3.239  0.07
40 H 2.380 2.153 -2.372  0.08
41 H 0.799 2.754 -4.102  0.11
42 H -0.310 1.568 -3.363  0.10
43 H 0.503 4.670 0.200  0.13
44 H -1.177 4.588 -0.337  0.12
45 O -0.461 -0.647 -2.030  -0.31
46 N 0.397 -1.348 -2.667  -0.02
47 N 1.564 -1.456 -2.157  -0.27
48 O 1.969 -0.924 -1.031  -0.28
49 C 2.457 -2.303 -2.845  -0.18
50 C 2.306 -2.517 -4.211  -0.02
51 C 3.189 -3.354 -4.866  -0.08
52 C 4.211 -3.978 -4.167  -0.09
53 C 4.356 -3.765 -2.806  -0.08
54 C 3.481 -2.926 -2.141  -0.01
55 H 1.506 -2.018 -4.737  0.11
56 H 3.086 -3.518 -5.928  0.11
57 H 4.904 -4.623 -4.687  0.10
58 H 5.148 -4.258 -2.262  0.10
59 H 3.579 -2.739 -1.082  0.10
60 C -4.465 2.446 0.743  -0.04
61 N -3.951 1.494 -0.227  -0.18
62 C -3.145 2.107 -1.260  -0.04
63 C -3.600 0.243 0.199  -0.45
64 N -2.407 -0.225 0.038  0.06
65 N -4.636 -0.461 0.776  -0.16
66 C -4.410 -1.723 1.432  -0.07
67 C -6.009 -0.241 0.380  -0.06
68 H -3.653 3.050 1.161  0.07
69 H -4.961 1.929 1.560  0.09
70 H -5.178 3.112 0.255  0.09
71 H -3.736 2.901 -1.716  0.10
72 H -2.889 1.360 -2.009  0.09
73 H -2.225 2.537 -0.865  0.05
74 H -2.367 -1.233 0.175  0.03
75 H -4.431 -2.570 0.734  0.10
76 H -5.200 -1.873 2.171  0.09
77 H -3.453 -1.711 1.950  0.07
78 H -6.072 0.611 -0.289  0.09
79 H -6.637 -0.052 1.254  0.09
80 H -6.399 -1.121 -0.142  0.09